Entry 1:
9
Properties=species:S:1:pos:R:3 method="wB97M-V/def2-TZVPD" spin_multiplicity=1 e_homo_ev=-9.093 relative_energy_kcal_mol=92.82
O -1.758 1.358 -1.302
O -0.202 0.168 1.475
C 0.498 -0.863 0.760
C -0.850 0.606 -1.266
C 0.444 0.535 0.325
H 1.336 1.083 0.535
H -0.697 -0.149 -1.947
H 1.354 -1.214 1.208
H -0.125 -1.524 0.214

Entry 2:
62
Properties=species:S:1:pos:R:3 method="wB97M-V/def2-TZVPD" spin_multiplicity=6 total_charge=+2 e_homo_ev="-14.362 / -14.353" relative_energy_kcal_mol=0.00 s2=8.769
Sm -0.076 0.108 -0.190
I -0.008 0.288 -3.945
Cl -0.110 -2.282 -0.929
P -3.012 -0.051 -0.028
P 2.900 -0.109 -0.084
P -0.306 -0.249 2.750
O 0.021 2.656 -5.807
C 1.788 2.864 4.523
C -0.105 2.456 2.503
C 3.661 -1.726 0.330
C 1.998 -1.727 3.725
C -1.518 -0.333 4.118
C 0.149 -2.919 2.710
C 0.009 1.459 -5.964
C 1.940 -4.161 3.761
C 1.206 3.963 3.885
C 1.398 1.562 4.192
C 3.623 0.088 -1.756
C 0.005 0.729 -7.294
C 0.739 -1.708 3.124
C -3.760 -1.664 0.418
C 0.469 1.352 3.172
C 0.264 3.753 2.865
C -3.657 0.094 -1.733
C 0.733 -4.136 3.055
C 4.023 0.995 0.866
C -4.209 1.048 0.836
C 2.575 -2.955 4.086
H 0.895 0.097 -7.388
H -5.244 0.727 0.612
H 5.074 0.684 0.735
H 3.484 1.117 -2.110
H -3.617 -1.857 1.488
H 0.232 -5.069 2.761
H 2.562 3.030 5.274
H -2.119 -1.243 4.073
H 4.751 -1.656 0.181
H -3.285 -2.464 -0.160
H 0.008 1.473 -8.107
H 3.756 0.951 1.931
H -4.735 -0.126 -1.715
H 3.525 -2.976 4.615
H 1.806 0.705 4.717
H 3.910 2.031 0.510
H -0.181 4.599 2.325
H 4.699 -0.142 -1.707
H -4.037 0.998 1.921
H 3.448 -1.997 1.370
H 1.483 4.987 4.146
H -1.009 -0.311 5.091
H 3.253 -2.496 -0.338
H 2.387 -5.124 4.032
H -0.869 2.302 1.711
H -4.076 2.086 0.496
H -0.758 -2.877 2.097
H -2.196 0.528 4.089
H 2.514 -0.788 3.892
H -0.890 0.104 -7.387
H 3.130 -0.601 -2.452
H -3.144 -0.617 -2.393
H -4.838 -1.637 0.191
H -3.497 1.114 -2.106

Entry 3:
12
Properties=species:S:1:pos:R:3 method="wB97M-V/def2-TZVPD" spin_multiplicity=1 total_charge=-1 e_homo_ev=-4.365 relative_energy_kcal_mol=5.16
Cl 0.156 -1.000 2.192
O -2.617 0.941 -1.034
O -1.622 1.036 -3.309
O -1.418 2.148 0.352
O -3.884 1.006 -3.098
N -1.575 1.082 -0.273
C -2.729 1.014 -2.930
C 0.415 0.102 0.713
C -0.717 0.082 -0.190
H 1.327 -0.306 0.291
H 0.561 1.092 1.138
H -0.949 -0.790 -0.781

Entry 4:
13
Properties=species:S:1:pos:R:3 method="wB97M-V/def2-TZVPD" spin_multiplicity=1 smiles=ClC[C@@H]1CCO1 e_homo_ev=-9.946 relative_energy_kcal_mol=36.34
Cl -2.693 -0.560 -1.182
O 1.106 0.933 -0.228
C -1.417 0.616 -0.946
C -0.023 0.002 -0.573
C 1.561 -0.005 0.790
C 0.224 -0.654 0.823
H -1.362 1.215 -1.856
H -1.636 1.272 -0.037
H -0.447 -0.278 1.564
H 0.251 -0.746 -1.295
H 1.900 0.583 1.618
H 0.167 -1.762 0.866
H 2.368 -0.614 0.456

Entry 5:
59
Properties=species:S:1:pos:R:3 method="wB97M-V/def2-TZVPD" spin_multiplicity=1 smiles=OCCO.OCCO.OCCO.OCCO.OCCO.O.O.O e_homo_ev=-9.812 relative_energy_kcal_mol=95.93
O -3.506 3.844 -26.261
O -3.509 4.674 -23.179
O -2.057 7.945 -22.447
O 2.978 5.830 -22.977
O -1.829 6.909 -25.003
O -0.394 3.400 -21.909
O 1.808 3.559 -23.840
O 3.764 3.444 -26.552
O 6.669 1.712 -25.165
O -2.042 0.674 -25.811
O 1.037 5.591 -26.979
O -6.514 10.175 -23.221
O -3.963 8.688 -25.351
C -0.877 6.831 -26.072
C -1.208 4.090 -22.825
C -2.623 2.856 -26.094
C -4.548 9.041 -24.115
C 0.208 5.701 -25.868
C -2.597 3.964 -22.368
C 5.998 2.746 -25.865
C -5.754 9.948 -24.384
C 4.568 3.038 -25.394
C -3.100 1.477 -25.540
H -4.377 3.623 -25.961
H 0.271 4.062 -21.549
H -4.039 1.297 -26.184
H -0.207 4.753 -25.654
H 1.189 2.980 -24.289
H 0.792 5.826 -24.989
H -2.133 6.011 -24.846
H -3.136 8.216 -25.097
H -2.833 3.976 -21.340
H -1.048 3.793 -23.884
H -7.215 9.520 -23.270
H 2.131 3.059 -23.064
H -6.384 9.306 -25.090
H -3.357 1.587 -24.506
H -1.824 7.865 -23.406
H 2.319 5.147 -23.182
H 6.135 1.440 -24.478
H 6.579 3.617 -26.180
H -1.254 6.553 -27.067
H 2.973 3.982 -26.266
H -0.375 7.808 -26.181
H 2.851 6.419 -23.702
H -4.129 4.050 -23.576
H -4.899 8.123 -23.630
H 5.967 2.351 -26.919
H 0.511 5.090 -27.569
H -1.654 3.187 -25.756
H 4.076 2.255 -24.920
H -3.849 9.630 -23.512
H -2.832 2.991 -22.537
H -5.561 10.865 -24.987
H -2.365 -0.226 -25.392
H -2.389 2.674 -27.119
H -0.823 5.073 -22.797
H -2.179 8.842 -22.293
H 4.561 3.966 -24.823

Entry 6:
18
Properties=species:S:1:pos:R:3 method="wB97M-V/def2-TZVPD" spin_multiplicity=1 e_homo_ev=-9.977 relative_energy_kcal_mol=95.63
O 2.796 -0.284 5.105
N 0.578 0.975 -2.260
N -0.913 0.013 0.181
C -2.377 -1.223 -1.222
C 0.808 2.301 -1.841
C -1.227 -1.072 -0.291
C 2.209 -0.654 4.143
C 0.592 -0.147 -2.568
H -1.998 -1.982 -1.858
H 2.570 -0.669 3.111
H 1.900 2.544 -1.700
H -0.118 -0.068 0.866
H -0.749 -2.022 0.000
H -3.218 -1.569 -0.553
H 0.530 3.063 -2.583
H 1.118 -1.097 4.140
H 0.202 2.213 -0.843
H -2.707 -0.321 -1.826

Entry 7:
68
Properties=species:S:1:pos:R:3 method="wB97M-V/def2-TZVPD" spin_multiplicity=1 total_charge=-1 e_homo_ev=-7.791 relative_energy_kcal_mol=0.00
Cl 0.104 0.180 -0.233
O 1.045 0.845 0.648
O 2.070 -6.058 2.772
O -1.344 -1.748 2.978
O 2.078 -5.653 4.948
O 0.153 -1.226 0.122
O 0.903 5.016 2.785
O 0.459 0.442 -1.595
O 3.968 -0.169 0.888
O 0.254 5.482 4.904
O 1.197 2.329 -5.073
O 2.622 0.671 -4.714
O -1.160 1.502 2.805
O 2.513 -7.738 4.193
O -1.230 0.672 0.051
O -2.229 2.143 -2.808
O 3.293 2.793 -4.404
O -1.197 5.620 3.205
O -3.141 -2.600 -0.495
C 1.377 0.025 -4.939
C 1.455 -4.503 4.383
C -0.471 1.208 -6.312
C -3.024 -3.929 -0.904
C 2.450 2.010 -4.702
C 2.276 -6.591 3.998
C -1.239 5.147 1.871
C 0.201 4.633 1.626
C -3.211 1.234 -3.266
C 0.343 1.154 -5.033
C 0.551 -4.432 1.947
C 3.689 -1.276 1.720
C -1.690 6.252 0.933
C 1.709 -4.678 2.876
C 0.038 5.424 3.738
H -0.873 -1.081 2.461
H 3.138 0.239 0.618
H -1.718 0.719 2.795
H -2.724 6.521 1.143
H -0.980 -1.667 3.864
H -1.128 0.336 -6.389
H -4.243 1.470 -2.989
H 1.421 -0.585 -5.841
H -1.940 4.315 1.781
H -2.631 -4.005 -1.928
H 0.856 -4.475 0.903
H -3.064 0.936 -4.304
H 0.188 3.561 1.436
H -4.016 -4.377 -1.018
H 0.152 1.159 -7.206
H -1.073 2.114 -6.296
H 0.403 -4.328 4.612
H 3.674 -0.971 2.772
H -0.901 1.624 1.882
H -2.459 -4.577 -0.229
H -0.297 -5.079 2.174
H 1.132 -0.598 -4.079
H 0.138 -3.422 2.042
H -2.282 -2.196 -0.335
H 2.518 -3.993 2.608
H 4.557 -1.939 1.635
H 0.518 5.087 0.685
H 2.028 -3.656 4.756
H -1.949 1.809 -1.949
H -1.065 7.129 1.136
H -3.085 0.280 -2.725
H -0.354 1.272 -4.205
H 2.805 -1.829 1.399
H -1.554 6.025 -0.123

Entry 8:
10
Properties=species:S:1:pos:R:3 method="wB97M-V/def2-TZVPD" spin_multiplicity=1 smiles="O=C(O)n1cnnn1" e_homo_ev=-11.521 relative_energy_kcal_mol=56.60
O -0.201 2.150 0.628
O 0.171 1.462 -1.464
N -0.198 -1.823 1.127
N -0.044 -2.155 -0.205
N 0.092 -0.034 0.090
N -0.030 -0.562 1.295
C 0.031 1.298 -0.187
C 0.149 -1.045 -0.807
H 0.155 2.372 -1.667
H 0.255 -0.778 -1.825

Entry 9:
18
Properties=species:S:1:pos:R:3 method="wB97M-V/def2-TZVPD" spin_multiplicity=1 smiles=CC(O)(O)CCN e_homo_ev=-9.110 relative_energy_kcal_mol=17.38
O -0.266 0.265 1.668
O -0.439 2.193 0.504
N 0.832 -2.012 0.230
C -0.349 0.786 0.354
C 0.931 0.441 -0.418
C -1.629 0.302 -0.314
C 1.178 -1.027 -0.787
H -0.117 -2.348 0.069
H 0.445 2.494 0.776
H 2.249 -1.139 -0.998
H -2.506 0.697 0.214
H -1.114 0.488 2.088
H 0.963 1.034 -1.343
H -1.718 -0.788 -0.296
H 0.789 -1.550 1.145
H 0.659 -1.273 -1.719
H -1.696 0.653 -1.349
H 1.790 0.785 0.176

Entry 10:
41
Properties=species:S:1:pos:R:3 method="wB97M-V/def2-TZVPD" spin_multiplicity=1 smiles="CSc1ccccc1OCc1cc(C(=O)N2CCNC(=O)C2)no1" e_homo_ev=-7.735 relative_energy_kcal_mol=86.12
S -5.099 0.725 -0.547
O 1.905 -2.058 0.801
O 3.642 2.628 0.192
O -0.635 1.930 -0.710
O -2.939 1.671 0.822
N 0.616 1.703 -1.155
N 4.107 -1.700 0.442
N 3.388 0.594 -0.742
C -3.800 -0.334 0.003
C 2.796 -1.546 0.164
C -1.885 2.449 1.326
C -2.770 0.316 0.701
C 2.908 1.749 -0.218
C 4.820 0.370 -0.656
C 5.122 -1.114 -0.398
C 0.705 2.256 1.012
C -1.637 -1.786 0.963
C -0.597 2.246 0.590
C -3.734 -1.700 -0.202
C -2.646 -2.421 0.269
C 2.595 -0.586 -1.009
C -1.704 -0.418 1.190
C 1.432 1.891 -0.146
C -6.216 -0.418 -1.414
H 2.938 -1.050 -1.939
H 1.095 2.472 1.983
H -4.517 -2.213 -0.737
H 6.093 -1.213 0.087
H 1.542 -0.335 -1.117
H -2.597 -3.483 0.087
H -0.780 -2.334 1.319
H 5.196 0.999 0.158
H -2.227 3.484 1.210
H 4.368 -2.279 1.226
H -0.911 0.057 1.746
H -7.033 0.197 -1.780
H -6.599 -1.163 -0.724
H -5.702 -0.881 -2.251
H 5.305 0.692 -1.583
H -1.713 2.253 2.394
H 5.166 -1.652 -1.355

Entry 11:
19
Properties=species:S:1:pos:R:3 method="wB97M-V/def2-TZVPD" spin_multiplicity=1 e_homo_ev=-7.323 relative_energy_kcal_mol=77.60
O -1.582 -1.500 -1.543
N 0.762 -1.517 -1.481
N 1.143 0.649 0.103
N -0.690 1.368 -1.130
C -0.508 0.247 -0.360
C 1.611 0.732 1.481
C -1.301 0.016 0.917
C -0.365 -1.029 -1.179
H 1.016 1.463 2.027
H 1.518 -0.236 1.972
H -2.315 -0.277 0.644
H -1.525 1.895 -0.889
H 0.725 -2.339 -2.082
H -1.490 -2.273 -2.118
H 2.660 1.036 1.513
H -1.358 0.941 1.490
H 1.694 -0.002 -0.459
H -0.862 -0.769 1.533
H 0.866 1.595 -0.440

Entry 12:
56
Properties=species:S:1:pos:R:3 method="wB97M-V/def2-TZVPD" spin_multiplicity=1 e_homo_ev=-6.962 relative_energy_kcal_mol=67.39
O 0.242 1.994 -2.196
O 0.265 -1.789 -3.142
O -1.086 -0.236 -2.217
O 2.335 2.000 -1.350
O 2.313 -2.062 -1.320
N -1.141 -0.018 1.527
C 1.319 -0.061 -2.003
C 2.479 0.498 1.612
C 2.479 -0.934 -1.799
C -2.258 -0.277 0.606
C 1.147 -0.568 3.346
C -1.150 3.887 -2.189
C 0.245 3.406 -1.905
C -3.825 -0.354 2.568
C 1.248 -0.077 2.014
C -0.616 -3.829 -3.966
C -3.377 -1.050 1.286
C 3.824 -0.408 -2.214
C 3.406 0.150 3.824
C 1.375 1.376 -1.823
C 0.118 -0.128 1.113
C -0.968 -2.425 -3.562
C 0.048 -0.650 -2.457
C -2.652 0.017 3.478
C 3.531 0.628 2.512
C -1.547 0.735 2.726
C 2.206 -0.443 4.239
H 4.460 1.106 2.192
H 0.982 3.905 -2.551
H -1.937 1.708 2.381
H -0.702 0.925 3.389
H 2.574 0.880 0.593
H -4.211 -1.120 0.578
H -1.886 3.359 -1.568
H 2.094 -0.814 5.258
H 0.276 -0.286 0.036
H -3.000 0.673 4.285
H -1.891 -0.788 -0.285
H -1.685 -2.430 -2.730
H -1.542 -4.380 -4.138
H -3.049 -2.075 1.493
H -2.657 0.700 0.283
H -1.385 -1.845 -4.397
H 0.218 -1.041 3.673
H 3.869 0.675 -2.063
H -0.043 -4.337 -3.182
H 3.989 -0.647 -3.276
H -4.524 -0.997 3.113
H -0.030 -3.842 -4.892
H 0.510 3.571 -0.852
H 4.608 -0.896 -1.624
H 4.240 0.236 4.523
H -1.417 3.749 -3.244
H -4.359 0.565 2.294
H -1.206 4.952 -1.958
H -2.257 -0.886 3.956